Computed, not measured: C50H58Cl2MoN2O4P3 as an isolated structure, with ωB97M-V/def2-TZVPD.

Geometry as XYZ:
```
120
Properties=species:S:1:pos:R:3:mulliken_charge:R:1
Mo -0.3468 -0.9084 0.0381 0.707
C 1.9276 1.7722 -0.8049 1.017
C 2.5551 0.4963 -1.3310 -1.608
P 2.7378 -0.7131 0.1400 2.511
C 4.5681 -0.7146 0.3299 1.153
C 5.3663 0.3982 0.1162 -0.103
C 6.7424 0.3318 0.2811 -0.839
C 7.3381 -0.8640 0.6470 -0.654
C 6.5492 -1.9870 0.8550 -0.780
C 5.1758 -1.9104 0.7075 -0.876
C 2.4030 -1.5286 1.7804 -0.037
C 2.8379 -0.9419 2.9669 -0.812
C 2.5208 -1.5186 4.1838 -0.396
C 1.7837 -2.6962 4.2347 -1.058
C 1.3703 -3.2960 3.0575 -0.559
C 1.6653 -2.7076 1.8337 -0.214
P 2.5008 1.9525 0.9431 0.862
C 1.0896 2.5647 1.8953 0.998
C 0.8103 2.0222 3.1411 -0.198
C -0.2318 2.5289 3.9043 -0.538
C -1.0008 3.5716 3.4205 -0.771
C -0.7238 4.1274 2.1746 -0.768
C 0.3239 3.6322 1.4207 -0.475
C 3.5984 3.4051 0.9410 0.802
C 4.3610 3.7525 -0.1742 -0.510
C 5.2367 4.8249 -0.1268 -0.821
C 5.3623 5.5671 1.0384 -0.660
C 4.6032 5.2336 2.1495 -0.652
C 3.7269 4.1620 2.1020 -0.888
H 0.8368 1.6678 -0.7762 -2.112
H 2.1580 2.6358 -1.4306 1.205
H 3.5516 0.6588 -1.7507 0.749
H 1.9265 0.0014 -2.0783 0.531
H 4.9337 1.3483 -0.1592 -0.200
H 7.3388 1.2202 0.1244 0.491
H 8.4101 -0.9200 0.7749 0.409
H 7.0024 -2.9256 1.1427 0.433
H 4.5785 -2.7936 0.8953 0.287
H 3.4314 -0.0369 2.9354 0.431
H 2.8639 -1.0569 5.0997 0.510
H 1.5477 -3.1446 5.1890 0.388
H 0.8235 -4.2299 3.0861 0.601
H 1.3721 -3.2363 0.9304 0.073
H 1.3797 1.1792 3.5077 0.141
H -0.4605 2.0847 4.8608 0.480
H -1.8174 3.9607 4.0135 0.434
H -1.3118 4.9573 1.8040 0.465
H 0.5689 4.0956 0.4714 0.443
H 4.2672 3.2019 -1.1032 0.239
H 5.8145 5.0843 -1.0033 0.435
H 6.0427 6.4060 1.0774 0.406
H 4.6881 5.8124 3.0585 0.438
H 3.1336 3.9225 2.9759 0.354
O -1.1574 -0.6693 4.0217 -0.723
C -1.0715 -0.9418 2.8442 -0.184
O -0.6340 -0.1620 1.9002 0.757
C -1.5629 -2.2998 2.3499 0.183
C -2.1883 -3.1628 3.2632 -1.124
C -2.6662 -4.3504 2.7891 -1.276
C -2.5214 -4.6688 1.4174 1.119
C -3.0175 -5.8856 0.8836 -0.975
C -2.8737 -6.1688 -0.4430 -0.952
C -2.2319 -5.2429 -1.2910 -1.162
C -1.7428 -4.0617 -0.8103 -0.351
C -1.8710 -3.7508 0.5628 -0.160
N -1.3919 -2.5621 1.0630 2.047
H -2.2654 -2.8484 4.2917 0.707
H -3.1630 -5.0546 3.4440 0.470
H -3.5131 -6.5749 1.5528 0.472
H -3.2507 -7.0965 -0.8485 0.451
H -2.1173 -5.4786 -2.3410 0.542
H -1.2556 -3.3614 -1.4700 0.472
C -3.8832 -1.8057 -2.1598 -2.159
C -3.2552 -0.6522 -2.9573 2.621
C -2.0387 -1.2397 -3.7044 -1.823
C -4.2816 -0.1708 -3.9892 -1.939
P -2.6774 0.6703 -1.7581 -0.771
N -1.3281 0.1583 -1.0428 0.031
C -2.1779 2.2270 -2.6655 2.338
C -1.3234 3.1071 -1.7271 -1.225
C -3.3350 3.0719 -3.2108 -1.890
C -1.2797 1.8095 -3.8421 -1.940
C -3.9661 1.0331 -0.4555 2.708
C -4.0183 -0.1042 0.5782 -2.418
C -5.3681 1.2702 -1.0268 -1.937
C -3.5441 2.2828 0.3335 -1.934
H -4.0340 -2.6410 -2.8442 0.698
H -4.8514 -1.5511 -1.7374 0.327
H -3.2322 -2.1539 -1.3599 0.172
H -2.2976 -2.2461 -4.0345 0.514
H -1.1517 -1.3165 -3.0773 0.119
H -1.7860 -0.6650 -4.5911 0.326
H -4.6343 -1.0449 -4.5390 0.532
H -3.8467 0.5111 -4.7162 0.355
H -5.1531 0.3031 -3.5415 0.307
H -1.9135 3.8919 -1.2610 0.312
H -0.5402 3.5894 -2.3128 0.693
H -0.8426 2.5310 -0.9387 -0.443
H -3.9475 3.4904 -2.4138 0.385
H -3.9799 2.5350 -3.9015 0.273
H -2.9023 3.9135 -3.7554 0.516
H -0.4724 1.1484 -3.5238 0.162
H -0.8324 2.7137 -4.2557 0.701
H -1.8371 1.3291 -4.6414 0.320
H -4.3753 -1.0500 0.1808 0.252
H -4.7082 0.2043 1.3646 0.690
H -3.0401 -0.2516 1.0348 0.484
H -5.8271 0.3622 -1.4098 0.362
H -5.3901 2.0208 -1.8142 0.301
H -6.0006 1.6334 -0.2156 0.504
H -2.5310 2.2023 0.7276 0.115
H -4.2209 2.3726 1.1844 0.706
H -3.6332 3.1976 -0.2485 0.234
Cl 0.9625 -3.5365 -3.8772 -0.135
C 2.0362 -3.6372 -2.4822 0.084
Cl 1.8770 -5.1928 -1.6408 -0.141
C 1.7333 -2.5456 -1.4944 -0.132
O 2.7564 -2.1826 -0.7759 -0.839
O 0.5923 -2.1346 -1.3242 0.366
H 3.0648 -3.5669 -2.8278 0.446
```

Output
E_tot: -4363.0526 a.u.
net charge: +1
ΔE to the lowest compared entry with this formula, charge and spin: 87.22 kcal/mol
E_LUMO (spin up / spin down): -2.894 / -2.931 eV
HOMO-LUMO gap (spin up / spin down): 5.4 / 6.2 eV
molar mass: 1010.79 u

Computed, not measured: C50H58N2O4S2V as an isolated structure, with ωB97M-V/def2-TZVPD.

Geometry as XYZ:
```
117
Properties=species:S:1:pos:R:3:lowdin_spin:R:1
V 11.3791 -6.5574 15.7997 0.852
C 14.3451 -7.1007 14.2302 0.001
O 12.8899 -7.3515 14.3149 -0.001
C 12.3025 -8.1125 13.2751 0.001
C 11.9055 -7.4645 12.0716 0.000
C 11.8175 -5.9359 12.0146 -0.001
C 10.3858 -5.4121 12.2640 -0.006
C 9.4546 -5.3625 11.2514 0.001
C 8.0994 -5.0672 11.4417 -0.007
C 7.6945 -4.8414 12.7375 0.001
C 8.5628 -4.8451 13.8364 -0.008
C 8.0481 -4.6995 15.2878 -0.001
C 7.5270 -6.0428 15.8231 -0.001
C 6.2209 -6.4428 15.5624 0.000
C 5.6441 -7.6238 16.0418 0.000
C 6.4771 -8.4877 16.7185 0.000
C 7.7997 -8.1548 17.0264 0.000
C 8.6864 -9.1970 17.7245 0.001
C 9.3613 -10.1550 16.7300 0.015
C 8.8191 -11.3950 16.4984 -0.002
C 9.3073 -12.3135 15.6017 0.018
C 10.5291 -11.9721 15.0183 -0.002
C 11.1539 -10.7437 15.1704 0.015
C 12.5219 -10.3526 14.5711 0.001
C 12.3200 -9.5308 13.3066 0.000
C 11.9297 -10.2470 12.1665 0.000
C 11.6934 -9.6404 10.9409 0.000
C 11.6971 -8.2394 10.9373 0.000
C 11.3796 -10.4989 9.7189 0.000
C 12.5804 -11.4348 9.4031 0.000
C 11.1078 -9.5867 8.5355 0.000
C 10.1550 -11.3860 9.9833 0.000
C 10.4949 -9.7031 15.9645 -0.001
O 11.0814 -8.5303 16.1289 0.056
C 8.4973 -13.6067 15.2447 0.002
C 9.1159 -14.5558 14.2125 0.000
C 7.0956 -13.3653 14.6538 0.001
C 8.2119 -14.5346 16.4320 0.001
C 8.3225 -6.8720 16.6411 0.001
O 9.5347 -6.3889 17.1564 0.000
C 9.4445 -5.5726 18.3880 0.000
C 4.2082 -7.9651 15.6176 0.000
C 4.2020 -8.0808 14.0807 0.000
C 3.2366 -6.8415 16.0720 0.000
C 3.8166 -9.3207 16.2343 0.000
C 9.9406 -5.1572 13.5985 -0.001
O 10.8356 -5.1403 14.5959 -0.045
C 7.1473 -5.0708 10.2298 -0.001
C 5.7078 -4.6516 10.5360 0.000
C 7.5863 -4.1519 9.0873 0.000
C 7.0090 -6.4545 9.5608 0.000
H 14.5614 -6.4172 13.3883 0.000
H 14.8578 -8.0680 14.0788 0.000
H 14.6182 -6.6435 15.1987 0.000
H 12.2423 -5.5864 11.0381 0.000
H 12.4952 -5.5191 12.7813 0.000
H 9.8022 -5.5986 10.2462 0.000
H 6.6540 -4.6901 12.9719 0.000
H 7.2770 -3.9000 15.3733 0.000
H 8.9099 -4.3869 15.9029 0.000
H 5.5716 -5.7852 14.9668 0.000
H 6.1199 -9.4781 17.0010 0.000
H 8.0770 -9.7736 18.4490 0.000
H 9.4582 -8.6469 18.3420 0.000
H 7.9169 -11.6569 17.0491 0.000
H 11.0319 -12.6482 14.3347 0.000
H 13.1428 -11.2583 14.3150 0.000
H 13.0699 -9.7873 15.3616 0.000
H 11.8247 -11.3324 12.2614 0.000
H 11.5604 -7.6965 10.0086 0.000
H 13.4737 -10.8246 9.2010 0.000
H 12.4103 -12.0750 8.5195 0.000
H 12.8024 -12.1004 10.2884 0.000
H 11.9817 -8.9684 8.2448 0.000
H 10.3004 -8.8911 8.8010 0.000
H 10.7923 -10.1867 7.6391 0.000
H 10.3680 -12.1517 10.7500 0.000
H 9.7832 -11.9014 9.0674 0.000
H 9.2932 -10.7722 10.2871 0.000
H 9.3399 -14.0280 13.2627 0.000
H 8.3927 -15.3962 14.0170 0.000
H 10.0625 -15.0392 14.5528 0.000
H 7.1607 -12.7006 13.7489 0.000
H 6.3580 -12.9062 15.3460 0.000
H 6.6775 -14.3503 14.3352 0.000
H 9.1704 -14.9009 16.8776 0.000
H 7.5977 -15.3695 16.0441 0.000
H 7.6215 -14.0264 17.2338 0.000
H 8.3883 -5.3116 18.5335 0.000
H 10.0195 -4.6778 18.2312 0.000
H 9.8246 -6.1570 19.2520 0.000
H 4.3205 -7.0969 13.5680 0.000
H 3.2338 -8.5121 13.7061 0.000
H 5.0103 -8.7516 13.7206 0.000
H 3.3866 -5.8930 15.5297 0.000
H 3.3908 -6.6277 17.1568 0.000
H 2.1679 -7.1069 15.9671 0.000
H 4.4395 -10.1264 15.7825 0.000
H 2.7593 -9.5414 15.9392 0.000
H 3.9249 -9.3263 17.3325 0.000
H 5.5788 -3.5993 10.8344 0.000
H 5.2690 -5.2888 11.3376 0.000
H 5.0700 -4.7617 9.6237 0.000
H 7.7014 -3.1056 9.4393 0.000
H 6.7926 -4.1571 8.3136 0.000
H 8.5183 -4.4516 8.5829 0.000
H 6.7951 -7.2422 10.2985 0.000
H 7.9276 -6.7794 9.0103 0.000
H 6.1763 -6.4438 8.8348 0.000
S 12.9912 -6.0010 17.4968 0.019
C 12.7164 -7.1228 18.8587 0.005
S 12.7361 -8.8072 18.8336 0.077
C 12.5499 -6.5391 20.1534 0.002
C 12.3353 -7.3485 21.2553 0.003
N 12.1525 -7.8937 22.3028 0.002
C 12.4719 -5.1795 20.2843 0.000
N 12.4490 -4.0008 20.3958 0.002
```

Output
E_tot: -4090.8443 a.u.
E_LUMO (spin up / spin down): -2.475 / -2.896 eV
⟨S²⟩: 0.86
HOMO-LUMO gap (spin up / spin down): 4.7 / 4.2 eV
2S+1: 2
molar mass: 866.10 u

Computed, not measured: C50H59AsClMnN12O3 as an isolated structure, with ωB97M-V/def2-TZVPD.

Geometry as XYZ:
```
127
Properties=species:S:1:pos:R:3:nbo_charge:R:1
Mn -0.2048 -0.4399 0.0299 1.360
C 2.7609 -1.7925 -3.3336 0.028
C 2.2633 -1.6311 -2.0466 0.055
N 1.5026 -0.6037 -1.7202 -0.461
C 1.2019 0.2705 -2.6807 0.208
C 1.7241 0.1177 -3.9551 -0.003
N 2.5058 -0.9103 -4.2856 -0.343
C 0.2797 1.3877 -2.3048 0.196
C -0.2285 2.2812 -3.2312 -0.179
C -1.0880 3.2940 -2.8234 0.022
C -1.3678 3.3714 -1.4660 -0.184
C -0.8352 2.4287 -0.6058 0.204
N -0.0450 1.4509 -1.0189 -0.521
C -1.1222 2.4418 0.8572 0.135
C -1.3772 3.6173 1.5422 0.016
N -1.6295 3.6408 2.8490 -0.344
C -1.6421 2.4685 3.4649 0.022
C -1.3809 1.2820 2.7881 0.020
N -1.1046 1.2687 1.4896 -0.442
C -1.6967 4.2384 -3.7962 -0.055
C -2.8733 4.9148 -3.4992 -0.230
C -3.4164 5.7764 -4.4397 0.048
N -2.8706 5.9995 -5.6345 -0.383
C -1.7418 5.3498 -5.9164 0.048
C -1.1244 4.4710 -5.0398 -0.228
H 3.3648 -2.6524 -3.6004 0.213
H 2.4771 -2.3560 -1.2718 0.208
H 1.5252 0.8394 -4.7396 0.204
H 0.0124 2.1620 -4.2773 0.224
H -2.0028 4.1536 -1.0719 0.229
H -1.3586 4.5731 1.0293 0.209
H -1.8589 2.4654 4.5270 0.217
H -1.4105 0.3291 3.3018 0.234
H -3.3917 4.7652 -2.5603 0.216
H -4.3362 6.3091 -4.2253 0.206
H -1.3078 5.5418 -6.8920 0.206
H -0.1932 4.0038 -5.3340 0.216
C 3.8694 -1.8201 1.1731 -0.411
N 3.9593 -0.4206 0.8024 -0.433
C 5.3012 0.1462 0.8755 -0.409
C 2.8418 0.3499 0.7599 0.722
N 1.7061 -0.0092 1.3311 -0.732
C 1.7488 -0.3290 2.7002 0.150
C 2.7012 0.2881 3.4952 -0.237
C 2.7121 0.1844 4.8941 -0.199
C 1.7135 -0.4867 5.5277 -0.210
C 0.6947 -1.1176 4.7755 -0.055
C -0.3707 -1.7352 5.4782 -0.199
C -1.3839 -2.3423 4.8043 -0.213
C -1.3212 -2.4290 3.4015 -0.227
C -0.2809 -1.8975 2.6728 0.111
N -0.2740 -2.1895 1.2717 -0.779
C -0.4352 -3.4847 0.9895 0.681
N 0.1466 -4.4745 1.7266 -0.426
C 1.2997 -4.2495 2.5773 -0.406
C -0.5710 -5.7037 2.0350 -0.406
N -1.1871 -3.8921 -0.0536 -0.416
C -0.8511 -5.0476 -0.8868 -0.420
C -2.4226 -3.2133 -0.4159 -0.380
C 0.7287 -1.1209 3.3441 -0.051
N 2.9384 1.5173 0.0773 -0.438
C 3.7845 1.7051 -1.0907 -0.408
C 2.2526 2.7066 0.5578 -0.399
H 4.0105 -1.9635 2.2486 0.211
H 4.6382 -2.3807 0.6370 0.212
H 2.8903 -2.1957 0.8946 0.217
H 5.7861 -0.2137 1.7865 0.214
H 5.2560 1.2308 0.9243 0.217
H 5.9137 -0.1484 0.0199 0.209
H 3.4360 0.9316 3.0212 0.196
H 3.4893 0.6842 5.4610 0.222
H 1.6695 -0.5329 6.6096 0.220
H -0.3671 -1.6987 6.5613 0.222
H -2.2220 -2.7788 5.3348 0.226
H -2.1032 -2.9580 2.8656 0.210
H 1.8395 -3.3718 2.2513 0.217
H 1.9583 -5.1177 2.5124 0.210
H 1.0088 -4.1098 3.6230 0.207
H -1.5104 -5.7488 1.4927 0.222
H -0.7861 -5.7311 3.1077 0.205
H 0.0261 -6.5825 1.7814 0.208
H -0.0145 -5.5957 -0.4648 0.212
H -0.5773 -4.6950 -1.8811 0.260
H -1.7109 -5.7174 -0.9680 0.200
H -3.2804 -3.7750 -0.0304 0.189
H -2.4344 -2.2093 -0.0158 0.212
H -2.5071 -3.1581 -1.5014 0.213
H 4.6096 2.3936 -0.8927 0.205
H 3.1831 2.1303 -1.8984 0.205
H 4.1870 0.7518 -1.4255 0.223
H 2.9775 3.4180 0.9637 0.202
H 1.5498 2.4281 1.3401 0.230
H 1.7173 3.1978 -0.2576 0.197
C -4.6209 2.0524 -0.0526 -0.950
As -3.7885 0.2707 -0.1188 0.904
C -4.8074 -0.3945 -1.6494 -0.945
C -4.9032 -0.5127 1.2972 -0.947
H -5.7054 1.9626 0.0233 0.227
H -4.3767 2.6020 -0.9642 0.218
H -4.2542 2.6170 0.8072 0.221
H -5.8596 -0.1210 -1.5607 0.223
H -4.7219 -1.4810 -1.7095 0.225
H -4.3975 0.0343 -2.5654 0.230
H -5.9614 -0.3802 1.0707 0.222
H -4.6799 -0.0204 2.2451 0.226
H -4.6923 -1.5768 1.4055 0.224
C -3.8797 -3.8728 -4.6849 -0.633
C -2.4944 -4.4691 -4.7298 -0.064
C -2.3369 -5.8524 -4.6300 -0.221
C -1.0905 -6.4356 -4.7381 -0.046
Cl -0.9336 -8.1624 -4.5890 -0.003
C 0.0334 -5.6614 -4.9852 -0.235
C -0.1110 -4.2898 -5.0747 -0.203
C -1.3531 -3.6955 -4.9168 0.298
O -1.4083 -2.3220 -5.0328 -0.518
C -1.8332 -1.5892 -3.8974 -0.161
C -1.0229 -1.8205 -2.6295 0.755
O -0.2082 -2.7396 -2.5645 -0.701
O -1.3119 -0.9899 -1.6945 -0.859
H -4.6169 -4.6131 -4.9962 0.228
H -3.9585 -3.0140 -5.3529 0.229
H -4.1547 -3.5455 -3.6771 0.208
H -3.2100 -6.4803 -4.4903 0.224
H 1.0036 -6.1287 -5.0965 0.229
H 0.7446 -3.6481 -5.2504 0.228
H -2.8781 -1.7883 -3.6530 0.191
H -1.7583 -0.5362 -4.1664 0.203
```

Output
E_tot: -6670.3947 a.u.
net charge: +1
E_LUMO (spin up / spin down): -3.214 / -3.287 eV
⟨S²⟩: 8.75
HOMO-LUMO gap (spin up / spin down): 6.4 / 6.4 eV
2S+1: 6
molar mass: 1041.42 u